Run A
A 3-piece molecular cluster, C6H9NS overall. Source: the Open Molecules 2025 dataset; level of theory: wB97M-V/def2-TZVPD.

Geometry (Å):
C (1.75214, 0.29460, 1.58232)
C (-0.01454, 1.18135, -0.54406)
C (-0.55257, -0.10894, -0.47631)
C (-2.00953, -0.17536, -1.19378)
C (0.03339, -1.25766, 0.00126)
C (0.32369, -2.33283, 0.33812)
H (3.27995, 0.18368, 1.53574)
H (1.11622, -1.04709, 1.20555)
H (0.92070, 0.81683, 2.46431)
H (-0.62052, 2.00314, -1.05223)
H (-2.32295, 1.06175, -1.17034)
H (-1.74221, -0.69344, -2.32067)
H (-2.51466, -0.56286, 1.04505)
H (-3.76285, -0.60568, -0.25581)
H (0.50581, -3.19355, 0.91729)
N (-2.74631, -0.96324, -0.11969)
S (1.69808, 1.44830, 0.01398)

Output
HOMO	-7.958	eV
molecular weight	127.21	u

---

Run B
An isolated molecule of C6H9NS. Source: the Open Molecules 2025 dataset; level of theory: wB97M-V/def2-TZVPD.

Geometry (Å):
C (-0.68034, 0.91490, -0.25056)
C (-0.04258, 0.30003, 0.91210)
C (1.53798, 0.21216, 0.94144)
C (1.90674, -0.35470, -0.18184)
C (0.82791, -1.11229, -0.95094)
C (-0.54531, -0.68571, -0.26893)
H (-2.34043, 1.62702, -1.03645)
H (-2.47101, 2.12988, 0.59589)
H (0.11089, 1.46030, -0.93315)
H (-0.65803, 0.37124, 1.85995)
H (2.15522, 0.73216, 1.70466)
H (3.00157, -0.58396, -0.31221)
H (1.04570, -0.76339, -1.99619)
H (0.74195, -2.13097, -0.80611)
H (-0.89299, -2.56804, 0.84890)
N (-1.72312, 1.95455, -0.37861)
S (-1.97416, -1.50316, 0.25204)

Output
SMILES	N[C@H]1[C@@H]2C=CC[C@]12S
HOMO	-8.320	eV
molecular weight	127.21	u

---

Best to worst by energy: run B, run A.

---

Run A
An isolated molecule of C6H9NS. Source: the Open Molecules 2025 dataset; level of theory: wB97M-V/def2-TZVPD.

Geometry (Å):
C (0.67870, 1.54481, 0.93811)
C (0.02727, 1.60538, -0.42462)
C (-0.92218, 0.79190, -0.89388)
C (-1.60593, -0.30108, -0.14834)
C (-0.87670, -1.42121, 0.39189)
C (0.40111, -1.81725, 0.15247)
H (1.76240, 1.36729, 0.82646)
H (0.24170, 0.73553, 1.55356)
H (0.54148, 2.50830, 1.47838)
H (0.32921, 2.44199, -1.06582)
H (-1.33103, 0.99762, -1.87132)
H (-1.47088, -2.10193, 1.01377)
H (0.73714, -2.73757, 0.61591)
H (1.16483, -0.41954, -1.14072)
H (2.19522, -1.77334, -0.84403)
N (1.36615, -1.23256, -0.59683)
S (-3.23850, -0.18834, 0.01500)

Output
SMILES	C/C=C\C(=S)/C=C\N
HOMO	-8.007	eV
molecular weight	127.21	u

---

Run B
An isolated molecule of C6H9NS. Source: the Open Molecules 2025 dataset; level of theory: wB97M-V/def2-TZVPD.

Geometry (Å):
C (-1.50135, 0.89388, 1.01036)
C (-0.79311, -0.49960, 1.14521)
C (0.20067, -0.64610, 0.01866)
C (0.15810, -1.28614, -1.20034)
C (1.28474, -1.19638, -2.02905)
C (2.35895, -0.51982, -1.42702)
H (-0.34026, 2.37811, 2.15466)
H (0.03047, 2.16971, 0.54086)
H (-1.78191, 0.77383, -0.06500)
H (-2.33695, 0.89192, 1.65305)
H (-1.69980, -1.24898, 0.99631)
H (-0.28845, -0.61292, 2.12098)
H (-0.76321, -1.83404, -1.26125)
H (1.21801, -1.67549, -2.99423)
H (3.26676, 0.08466, -1.90905)
N (-0.74711, 2.16861, 1.15327)
S (1.73445, 0.15875, 0.09260)

Output
SMILES	NCCc1cccs1
HOMO	-8.711	eV
molecular weight	127.21	u

---

Run C
An isolated molecule of C6H9NS. Source: the Open Molecules 2025 dataset; level of theory: wB97M-V/def2-TZVPD.

Geometry (Å):
C (-0.52600, 0.61251, 1.20911)
C (0.25515, 1.30952, 0.08824)
C (0.47789, 0.57301, -1.21042)
C (0.04737, -0.85260, -1.21261)
C (0.33986, -1.53148, 0.18358)
C (0.07431, -0.80336, 1.39185)
H (-0.66549, 1.07033, 2.25121)
H (-1.54459, 0.43157, 0.88643)
H (1.11549, 1.87113, 0.51557)
H (-0.53458, 2.51379, -1.54760)
H (1.28594, 0.89135, -1.79024)
H (0.56517, -1.41320, -2.05919)
H (-1.09025, -0.84397, -1.40124)
H (1.19993, -2.23743, 0.21746)
H (0.69137, -1.00467, 2.17943)
N (-0.66969, 1.67326, -1.06009)
S (-1.02191, -2.25974, 1.35852)

Output
SMILES	C1[C@@H]2S[C@@H]2C[C@@H]2N[C@H]12
HOMO	-8.579	eV
molecular weight	127.21	u

---

Best to worst by energy: run A, run B, run C.

---

Run A
An isolated molecule of C6H9NS. Source: the Open Molecules 2025 dataset; level of theory: wB97M-V/def2-TZVPD.

Geometry (Å):
C (-1.06901, 0.13737, 1.13582)
C (-1.40468, 0.38941, -0.32350)
C (0.57085, -0.20937, -1.51642)
C (1.32034, -0.82609, -0.40885)
C (1.26019, -0.60716, 0.88187)
C (0.37023, 0.40866, 1.55390)
H (-1.88739, -0.60607, -0.66311)
H (-2.23908, 1.11035, -0.29118)
H (-0.63527, 1.38413, -1.91331)
H (1.27511, 0.21516, -2.25607)
H (0.01175, -1.03447, -1.98744)
H (1.95073, -1.62118, -0.74706)
H (1.98365, -1.11010, 1.48738)
H (0.49147, 1.49844, 1.31539)
H (0.53315, 0.37646, 2.65045)
N (-0.29270, 0.88451, -1.06726)
S (-2.23935, -0.39005, 2.14939)

Output
SMILES	S=C1CC=CCNC1
HOMO	-8.352	eV
molecular weight	127.21	u

---

Run B
An isolated molecule of C6H9NS. Source: the Open Molecules 2025 dataset; level of theory: wB97M-V/def2-TZVPD.

Geometry (Å):
C (-1.85109, 0.33161, 0.26794)
C (-0.56846, 0.30385, 1.10203)
C (1.40905, -0.67855, -0.07034)
C (0.70554, -1.58898, -0.98927)
C (0.14432, -2.35058, -1.72656)
C (1.05384, 1.71783, -0.07809)
H (-2.71474, 0.18978, 0.89331)
H (-1.95884, 1.28680, -0.21843)
H (-1.87192, -0.45436, -0.47840)
H (-0.58274, 1.09986, 1.84603)
H (-0.43714, -0.63619, 1.60376)
H (1.68337, -1.22775, 0.84974)
H (2.38905, -0.35472, -0.52285)
H (-0.34431, -2.98971, -2.37308)
H (1.96354, 1.67718, -0.66269)
N (0.63498, 0.50818, 0.29219)
S (0.34553, 3.16575, 0.26470)

Output
SMILES	C#CCN(C=S)CC
HOMO	-8.291	eV
molecular weight	127.21	u

---

Best to worst by energy: run A, run B.